Molecular formula: C12H14O
Method: DFT, the ωB97M-V functional and the def2-TZVPD basis

Computed properties:
DFT total energy   -14714.260 eV
Structure (SMILES)   C=C1CCc2cc(OC)ccc2C1
Net charge   0
Orbital gap   8.95 eV

CARTESIAN COORDINATES (ANGSTROEM)
C (-4.47851, -0.04835, 0.04331)
C (-2.19705, -0.29250, 0.11265)
C (-1.98817, 1.12846, 0.11618)
C (-0.76486, 1.67438, -0.22121)
C (0.36991, 0.84379, -0.36964)
C (1.85108, 1.19860, -0.43261)
C (2.87199, 0.11277, 0.03305)
C (3.80983, 0.31252, 1.02909)
C (2.44901, -1.21572, -0.67673)
C (1.13919, -1.63763, -0.00896)
C (0.11829, -0.56937, -0.32634)
C (-1.07588, -1.08004, 0.01939)
H (-4.42713, 0.73685, 0.87381)
H (-4.47821, 0.56818, -0.79222)
H (-5.30335, -0.63421, 0.25090)
H (-2.83142, 1.77376, 0.31935)
H (-0.69674, 2.85155, -0.04947)
H (2.07111, 1.38744, -1.52262)
H (2.05104, 2.32559, -0.13930)
H (4.30435, 1.29911, 1.39356)
H (4.20118, -0.72187, 1.38696)
H (3.49457, -1.77439, -0.91632)
H (1.95070, -0.96747, -1.65201)
H (1.06880, -2.77054, -0.20351)
H (1.20571, -1.52506, 1.14748)
H (-1.30689, -2.08860, 0.40721)
O (-3.40854, -0.88726, 0.17801)